No. 1
Molecular formula: C15H31ClO4P2V
Method: DFT, ωB97M-V with the def2-TZVPD basis set

Properties
**Largest force on an atom**: 0.096 Eh/bohr
**Total charge**: +2
**Orbital gap (spin up / spin down)**: 6.2208 / 5.9289 eV
**E_LUMO (spin up / spin down)**: -0.270 / -0.268 Ha
**E_HOMO (spin up / spin down)**: -13.56 / -13.21 eV
**Multiplicity**: 2

```
54
Properties=species:S:1:pos:R:3:forces:R:3:mulliken_charge:R:1
H 1.91462 4.08715 2.44614 -0.702 -0.240 0.471 0.334
H -0.42737 1.91324 -3.51200 -0.055 -0.284 -0.203 0.423
O 1.72560 4.17594 7.54719 -0.951 -0.488 -1.561 -0.449
H -3.07483 -3.90987 -0.42483 -0.224 0.398 0.118 0.456
H -3.75120 -2.25176 -0.62475 0.122 -0.238 0.409 0.424
H -1.94618 1.35465 -1.10022 0.852 0.197 0.374 0.536
H 1.60624 -2.03223 0.59867 0.079 0.479 0.103 0.748
H 1.37873 3.69811 4.29069 1.323 -0.158 3.091 0.273
H -0.32625 0.53533 -4.63992 -0.427 0.126 -0.040 0.520
C -1.21535 -2.26155 -2.15993 -0.177 0.559 0.089 -0.964
C 0.92392 3.79629 2.87443 -0.245 -0.857 -3.061 -0.341
H 2.61866 1.15784 -3.25853 -0.100 -0.238 -0.015 0.395
H -2.02724 -1.13795 2.13316 0.084 -0.582 -0.288 0.864
C -1.32414 -0.88379 1.33552 1.924 1.195 -0.267 0.078
H 2.43980 0.39497 1.30349 0.266 0.044 0.299 0.534
C -3.03992 -2.87301 -0.05489 -0.384 -0.327 -0.263 -1.306
H 2.97066 -0.40183 -0.16129 0.102 0.205 0.296 0.542
H -1.46542 1.43219 1.56128 -0.438 -0.397 0.301 0.508
H 2.33273 1.87006 -0.89431 -0.219 0.291 0.131 0.809
C -1.66264 0.58668 0.85826 -1.020 -1.283 -0.428 -1.547
H -0.88733 -4.59396 -0.46836 0.011 0.536 0.256 0.503
O 1.92053 3.57012 5.19335 -0.499 0.303 -1.327 -0.568
C 1.05219 -1.07600 0.53885 1.323 -1.066 -0.798 0.983
H -1.36222 -3.31914 -2.45247 0.076 0.345 0.473 0.633
H 0.51120 -1.17863 -0.43655 0.107 0.087 0.517 -1.581
H 2.89986 -0.61101 -3.19356 -0.231 0.352 0.052 0.423
C 0.10598 -1.78660 -2.79984 0.126 -0.172 0.220 -0.966
C 1.57984 1.19982 -0.50112 -1.154 2.737 3.974 -0.884
C 0.22702 1.33980 -1.06201 1.805 -1.943 -0.389 0.161
H 0.64607 -3.70151 -0.43753 -0.645 0.216 0.381 0.397
H 0.13633 4.54431 2.96874 0.080 -0.054 0.551 0.370
H -2.74625 0.65949 0.79172 -0.120 0.195 -0.025 0.627
H -2.08221 -1.74341 -2.59990 0.300 0.094 0.245 0.433
H 0.07001 2.33740 -1.51007 0.428 -0.758 -0.165 1.040
C -1.14234 0.81989 -0.54751 -1.266 -0.638 -1.516 -0.541
C 2.09061 0.06281 0.30450 -0.298 -1.348 -0.743 -1.684
C -0.55034 0.82792 -3.61061 -0.219 -0.071 -0.837 -1.495
C 2.16699 0.17436 -3.44035 0.727 -0.136 0.209 -1.272
P -1.37564 -2.24458 -0.23663 -1.052 -1.444 -1.075 0.974
H -0.29278 -3.94800 1.08110 0.193 -0.128 -0.099 0.426
C 0.12205 -0.96487 1.68567 -0.458 2.149 0.905 -0.967
H 1.94229 0.09304 -4.51705 -0.068 0.005 0.443 0.461
O -0.07600 4.73645 6.01783 0.047 0.061 -0.256 -0.494
H -1.58782 0.56634 -3.34651 0.371 0.088 -0.210 0.372
Cl 0.84860 3.73654 6.47422 0.720 0.285 1.760 1.057
P 0.62505 -0.00805 -2.51977 -2.243 0.580 -2.624 1.033
V 0.45066 1.32925 1.50950 2.314 -0.918 -1.325 0.397
H -1.26299 -0.20341 -0.96598 0.045 0.988 0.040 -0.590
H -3.25468 -2.85582 1.01673 -0.338 -0.106 -0.210 0.449
H 0.01149 -1.86142 -3.89949 -0.073 0.176 0.345 0.623
C -0.36783 -3.74288 0.00975 0.539 -0.245 0.537 -1.478
H 0.94723 -2.45937 -2.56807 -0.233 0.285 0.266 0.414
H 0.41261 -1.49317 2.59015 -0.195 -0.194 -0.232 0.445
O 0.57144 2.54383 2.81313 0.072 1.343 1.101 -0.536
```
Positions in Å, forces in eV/Å.

***

No. 2
Molecular formula: C4H12N2
Method: DFT, ωB97M-V with the def2-TZVPD basis set

Properties
**Largest force on an atom**: 0.073 Eh/bohr
**SMILES string**: C=CC.NCN
**Orbital gap**: 9.6074 eV
**E_LUMO**: 0.041 Ha
**E_HOMO**: -8.50 eV

```
18
Properties=species:S:1:pos:R:3:forces:R:3:mulliken_charge:R:1
H -0.34960 2.70543 -4.40862 0.277 0.545 2.895 0.177
C 0.65267 -1.80614 3.74538 2.145 2.014 -2.123 -0.982
C -0.90919 -3.01912 2.28771 0.021 -1.955 1.058 -0.685
H 1.50592 1.91558 -2.35432 0.467 -0.637 1.010 0.168
C -0.54750 -1.85028 2.83198 -0.894 1.451 -1.215 0.116
H 0.89733 -0.97500 4.49769 -0.774 -0.919 -1.604 0.287
H -0.44963 0.64076 -2.61050 1.756 -1.198 -0.263 0.204
H -1.86002 -3.33373 1.84565 0.339 1.130 -0.576 0.271
H 2.03498 3.27469 -3.16197 -1.923 -0.645 0.102 0.190
N 1.27432 2.56240 -3.05660 2.018 0.788 -0.207 -0.465
H 1.53377 -2.00762 3.02767 -0.743 1.114 1.096 0.238
H -0.60417 3.68067 -2.77286 0.713 -1.246 -0.187 0.195
C -0.12601 2.72068 -3.16616 -0.686 0.246 -3.708 -0.126
H -1.56208 1.49852 -3.24509 -2.110 -0.523 -0.718 0.227
H -1.02431 -0.85683 2.43074 0.617 -2.011 1.231 0.230
H 0.69825 -2.69392 4.23678 -0.274 -2.518 1.977 0.334
H -0.34982 -4.00033 2.49937 -0.437 1.697 0.151 0.191
N -0.81491 1.54423 -2.62685 -0.512 2.667 1.081 -0.570
```
Positions in Å, forces in eV/Å.

***

No. 3
Molecular formula: C5H34NO14
Method: DFT, ωB97M-V with the def2-TZVPD basis set

Properties
**Largest force on an atom**: 0.050 Eh/bohr
**Total charge**: -1
**Orbital gap**: 8.9116 eV
**E_LUMO**: 0.090 Ha
**E_HOMO**: -6.47 eV

```
54
Properties=species:S:1:pos:R:3:forces:R:3:mulliken_charge:R:1
H 2.37186 -0.32683 0.75030 0.178 0.141 0.009 0.420
O -0.51725 4.10732 0.70654 0.498 1.383 0.008 -0.745
O 2.18526 1.14714 -1.76712 0.146 -0.764 -0.258 -0.756
N -0.38835 -0.61497 1.26361 1.691 0.865 0.884 0.515
O 1.68365 -1.16005 -1.04006 0.413 0.618 0.093 -0.817
H 0.25046 2.78358 3.22907 0.481 -0.028 0.358 0.357
C 1.94478 -1.24170 0.32896 -1.146 -0.807 -0.114 -0.735
H -2.06618 -4.69714 1.35731 -0.148 -0.342 0.808 0.338
H -0.13233 0.46354 -1.30164 0.001 -0.054 0.109 0.019
H 1.67828 2.83715 2.82457 0.171 0.027 -0.219 0.352
H -2.32437 -4.20883 -1.86969 -0.015 0.216 -0.278 0.278
H -2.20966 2.87968 0.87622 -0.061 0.384 0.227 0.276
H 2.01861 3.02158 0.52839 -0.081 -0.055 0.139 0.475
O 1.11899 3.09872 3.55377 -0.664 0.248 0.822 -0.731
H 2.00331 0.12228 -1.45733 -0.204 0.241 0.241 0.173
H -0.92898 -4.20691 -1.26171 0.326 0.460 -0.467 0.329
H 2.66821 0.97535 -2.58360 0.122 0.291 0.031 0.283
H 0.40887 3.87525 0.49107 -1.176 -0.344 -0.610 0.362
O -1.70645 -4.06294 2.00845 -0.148 -0.209 -1.613 -0.667
C -0.99029 0.79099 -0.71879 -0.246 -0.481 0.259 -0.018
H -2.36560 2.20293 2.19952 -0.107 0.079 -0.154 0.463
O 2.98452 3.49800 -0.96165 0.222 -0.476 0.300 -0.720
H 0.51861 0.35897 -4.14240 0.508 -0.035 0.832 0.311
H -4.68856 0.44893 0.30574 -0.028 0.394 0.125 0.335
O 1.30529 2.62104 1.07106 2.402 0.855 -0.008 -0.454
C -0.01462 0.33439 2.15852 -1.511 -0.091 0.456 -0.491
O 2.40553 -4.20473 -0.76732 0.111 -0.157 -0.442 -0.703
H -0.26635 4.47479 1.56783 -0.936 0.050 0.232 0.296
O -0.74819 1.24918 2.51955 0.144 -0.041 -0.154 -0.656
H 2.89167 3.85598 -1.84838 -0.143 0.045 0.102 0.264
H 2.40827 -3.84165 -1.66198 0.205 -0.114 -0.070 0.373
H 2.80092 2.51850 -1.07945 0.101 0.567 -0.527 0.444
H -2.32490 0.00383 0.81553 0.083 0.385 0.264 0.459
H -1.83482 0.88838 -1.40572 0.079 0.509 0.047 0.518
H 0.83252 -2.17292 1.99737 -0.186 -0.128 0.086 0.280
O 0.55080 -0.59049 -4.01556 -0.835 -0.680 -1.336 -0.656
H 0.97505 0.23752 2.61910 0.100 -0.341 -0.048 0.509
H 1.69208 -3.68429 -0.40421 -0.313 0.079 0.436 0.305
H -0.43447 -2.16523 -2.94512 0.262 0.095 0.369 0.301
H -0.74016 1.71230 -0.19602 -0.239 0.228 -0.293 -0.396
H 1.07885 -0.93809 -3.29830 0.421 0.843 0.456 0.310
H 2.60731 -2.09602 0.50435 0.447 0.265 0.317 0.435
H 0.22398 -2.29159 0.28647 -0.450 -0.698 0.470 -0.475
O -1.83938 -4.44457 -1.08323 -0.470 -0.699 0.883 -0.609
C 0.62375 -1.65244 1.06736 0.523 0.395 -1.433 0.024
H -1.42546 -3.46768 1.29238 0.253 0.556 0.711 0.317
H 0.60660 -2.04510 -1.68999 -0.234 0.176 -0.402 0.213
O -5.28215 1.21078 0.29742 -0.221 -0.172 -0.134 -0.671
O -2.86114 2.77061 1.58658 -0.258 -0.332 -0.099 -0.671
C -1.41041 -0.26922 0.29513 -0.451 -0.726 -0.629 -0.472
H -1.69430 -1.17106 -0.25309 0.309 -0.197 0.077 0.315
H 1.21703 1.77080 0.70472 -0.306 -1.793 -0.942 0.082
H -4.81115 1.93113 0.73822 0.405 -0.188 0.059 0.354
O -0.04952 -2.63619 -2.19273 -0.024 -0.445 0.021 -0.644
```
Positions in Å, forces in eV/Å.

***

No. 4
Molecular formula: C4H40NO16
Method: DFT, ωB97M-V with the def2-TZVPD basis set

Properties
**Largest force on an atom**: 0.045 Eh/bohr
**Total charge**: +1
**Orbital gap**: 9.6251 eV
**E_LUMO**: -0.087 Ha
**E_HOMO**: -11.99 eV

```
61
Properties=species:S:1:pos:R:3:forces:R:3:mulliken_charge:R:1
C -0.52879 -0.47925 -1.17704 -1.320 -1.874 0.012 1.070
H -2.22936 2.81683 -3.63768 -0.091 0.275 -0.107 0.249
H 1.02028 -1.39435 -0.04202 -0.141 -0.485 0.165 0.335
O 2.59468 -3.31566 -0.77460 -0.420 -0.321 -0.530 -0.625
C -1.35077 -2.92736 -1.08902 -0.444 0.634 -0.064 -1.030
H -0.37177 -1.09667 0.88738 0.049 0.019 -0.398 0.292
H -1.59362 -3.80191 -1.68507 0.537 -0.203 -0.065 0.447
O 2.58987 -1.15910 1.70829 -0.797 0.377 -0.074 -0.522
H 2.41782 -3.90836 -1.51889 0.427 0.127 -0.175 0.317
O 0.25917 -2.14813 -2.81057 0.412 -0.178 -0.126 -0.585
H 0.69661 0.12070 0.30261 -0.294 0.297 0.853 -0.079
H -2.57507 0.11483 -1.67042 0.416 0.183 -0.419 0.480
H 2.02336 -3.71379 -0.11158 -0.188 0.125 0.766 0.260
H -0.08036 2.39306 1.91661 -0.526 -0.019 0.422 0.466
O -0.85392 2.73399 2.41280 0.004 0.310 0.097 -0.652
H -5.15845 1.23714 -1.56624 -0.041 -0.024 0.038 0.260
O -4.33326 1.19209 -1.07200 -0.622 0.240 -0.140 -0.532
O 1.26660 1.58857 1.26639 -0.663 -0.354 0.100 -0.809
H -4.89001 -0.99004 2.59512 -0.146 0.100 0.105 0.291
H 1.08065 -2.36464 -2.35522 -0.158 0.073 0.333 0.301
H 4.31823 1.74477 -1.57040 0.081 -0.045 0.009 0.279
H -2.01489 -0.60890 2.30519 -0.463 -0.007 0.027 0.241
O 4.38273 -1.21352 -0.25844 0.359 -0.483 0.211 -0.672
H 5.31313 -1.28829 -0.01493 0.078 0.242 -0.083 0.331
H 3.43176 -1.21028 1.21598 0.165 0.027 0.255 0.347
C -0.80154 -1.79064 -1.94697 -0.491 0.126 -0.246 -0.295
H 4.55036 3.57079 0.08266 -0.341 0.428 0.264 0.330
H 0.71420 2.56808 -2.21920 0.371 -0.237 -0.272 0.244
O 3.76661 2.22286 -2.19971 0.206 -0.139 0.097 -0.635
H 2.65417 -1.37376 2.63923 0.547 -0.027 -0.003 0.238
H 1.43967 2.43240 0.83260 0.761 -0.331 -0.352 0.266
H 2.00035 1.12616 1.68694 0.441 0.471 -0.158 0.193
H 4.13529 -2.13308 -0.46453 -0.266 0.207 -0.216 0.323
H -2.82211 -1.79579 1.67408 -0.117 0.250 -0.030 0.250
H 3.86368 3.08532 1.43672 0.086 0.602 -0.107 0.283
H -0.15378 -3.78902 2.09155 0.032 -0.032 0.227 0.262
H -1.26837 3.88199 -3.00155 -0.307 0.062 -0.171 0.313
H -0.70927 3.65911 2.62523 0.070 0.001 -0.096 0.286
H -2.39527 -0.11738 -0.01708 0.383 -0.394 0.188 0.142
H 4.37172 2.72393 -2.75379 -0.030 -0.013 -0.078 0.281
O 1.14694 2.60249 -1.36547 -0.148 0.171 1.144 -0.563
C -1.84735 0.25390 -0.87522 0.684 0.433 0.212 -0.935
H -4.20114 0.29299 2.09833 -0.134 -0.070 0.318 0.326
H -4.60942 1.26870 -0.15172 0.015 -0.044 0.010 0.264
H 1.34273 -3.46272 2.39718 -0.166 -0.053 0.184 0.247
H -2.92228 0.97576 4.00055 0.100 0.340 0.161 0.255
O -2.75384 1.05450 3.06064 -0.070 -0.233 -0.487 -0.613
O 4.41199 2.84339 0.68991 0.229 -1.024 -0.092 -0.603
O -4.94098 -0.31244 1.91530 0.204 -0.030 -0.342 -0.621
O 0.68374 -3.52465 1.70212 0.167 0.051 -0.560 -0.532
H -1.59102 -1.52819 -2.65685 0.056 -0.003 0.024 0.444
N 0.22924 -0.77156 0.10870 0.450 1.024 -1.391 0.599
H -0.72153 -3.12997 -0.22391 0.007 -0.374 -0.117 0.027
O -1.44942 2.94142 -3.09314 0.444 -0.268 0.242 -0.606
H 2.04555 2.24204 -1.37654 -0.192 0.306 -1.016 0.368
O -1.54667 1.60531 -0.59290 -0.333 -0.112 0.136 -0.306
H -1.60920 2.10322 -1.41954 0.067 0.112 0.030 0.330
H 0.07953 0.11577 -1.84772 0.285 0.313 0.316 -0.060
H -2.33308 -2.60478 -0.73426 0.080 0.123 0.294 0.283
H -2.23443 1.87287 2.85644 0.101 -0.483 0.253 0.324
O -1.93968 -1.43077 1.78567 0.595 -0.190 0.422 -0.569
```
Positions in Å, forces in eV/Å.

***

No. 5
Molecular formula: C2H4NP
Method: DFT, ωB97M-V with the def2-TZVPD basis set

Properties
**Largest force on an atom**: 0.064 Eh/bohr
**Orbital gap (spin up / spin down)**: 6.9422 / 7.0721 eV
**E_LUMO (spin up / spin down)**: 0.029 / -0.062 Ha
**E_HOMO (spin up / spin down)**: -6.16 / -8.76 eV
**Multiplicity**: 3

```
8
Properties=species:S:1:pos:R:3:forces:R:3:mulliken_charge:R:1
P 0.02983 -1.34443 0.34270 -0.991 -0.805 3.007 0.108
C 0.39533 0.72832 -0.77167 -0.965 0.634 -2.923 -0.953
H -1.56373 -2.17504 2.67690 -0.224 -0.727 0.515 0.331
H -0.54915 0.74703 -1.39882 1.154 -0.285 0.706 0.292
H 1.26637 0.34907 -1.34707 -0.449 0.833 0.757 0.304
C -1.16443 -2.11430 1.69028 1.695 1.061 -2.580 -0.080
N -1.61704 -2.06839 0.51848 -0.905 -0.054 0.380 -0.338
H 0.36657 1.57284 -0.07860 0.684 -0.657 0.137 0.336
```
Positions in Å, forces in eV/Å.